C7H17NO3P | ωB97M-V/def2-TZVPD

```
29
Properties=species:S:1:pos:R:3:nbo_charge:R:1
C 0.292 2.808 -1.609 -0.593
C 1.019 -1.510 -1.323 -0.660
C 0.225 -2.265 1.721 -0.687
C -1.936 -1.057 1.659 -0.407
C -0.671 1.787 -1.039 -0.257
C 0.120 -0.526 -2.067 -0.242
C -0.650 -1.091 1.689 -0.376
N 0.010 0.575 -0.948 -0.677
O 1.540 0.455 1.354 -1.052
O -0.509 1.730 1.864 -1.194
O 0.293 0.244 3.776 -1.153
P 0.103 0.500 2.317 2.350
H 0.673 2.459 -2.606 0.177
H -0.129 3.832 -1.581 0.194
H 1.159 2.839 -1.088 0.201
H 1.488 -2.374 -1.691 0.205
H 1.761 -0.933 -0.824 0.245
H 0.482 -1.816 -0.400 0.227
H 0.539 -2.723 2.750 0.243
H 0.050 -3.032 0.935 0.196
H 1.226 -2.005 1.451 0.242
H -0.434 -0.100 -0.259 0.400
H -2.544 -0.144 1.421 0.209
H -2.521 -1.841 1.089 0.152
H -1.682 1.914 -1.546 0.130
H -0.867 2.040 -0.044 0.277
H -0.804 -0.811 -2.657 0.174
H 0.459 0.130 -2.923 0.180
H 1.307 0.917 0.579 0.492
```

## Properties
- LUMO energy: 3.448 eV
- Relative energy (zero: lowest compared OMol25 entry of this formula, charge and spin): 173.5 kJ/mol
- HOMO-LUMO gap: 8.60 eV
- Largest force on an atom: 6.42 eV Å⁻¹
- Total charge: -1